(1)
The following is a quantum chemistry calculation of a molecular structure, C42H44P2Ru, from OMol25.

```
89
Properties=species:S:1:pos:R:3:lowdin_charge:R:1
H 4.089 -1.970 2.801 0.113
H 3.347 -2.797 0.583 0.097
C -0.124 3.675 -0.239 -0.265
H -3.311 7.508 5.752 0.140
H 0.337 2.140 3.296 0.115
C -3.140 7.330 4.689 0.035
H -0.413 -4.045 2.305 0.113
H 1.013 6.365 0.270 0.134
C 1.297 -6.068 0.007 -0.339
Ru -1.366 3.276 1.515 1.103
C 0.878 -3.943 -5.308 -0.086
C -0.205 -1.278 -2.965 -0.362
H 1.346 1.385 1.296 0.107
C -0.597 -5.106 -6.844 -0.053
C 2.000 -8.789 0.223 -0.053
C 2.693 -2.893 1.448 -0.080
C -3.014 6.023 4.208 0.051
H -2.252 -4.232 -3.983 0.108
C -0.362 0.849 -1.853 -0.087
H -2.932 1.623 2.630 0.003
C 0.213 4.232 2.838 -0.182
H -0.759 -5.631 -7.791 0.119
C -2.370 1.539 1.684 -0.236
C -1.653 -4.967 -5.930 -0.064
H 1.484 -4.680 -7.246 0.117
H 1.965 5.158 1.973 0.122
H 1.987 3.967 -0.080 0.117
C 1.790 -3.159 -2.486 -0.293
C 1.452 2.471 1.420 -0.185
H 2.279 -9.843 0.304 0.117
C -1.440 -4.330 -4.712 -0.102
C 1.451 -3.522 1.324 -0.397
H 3.196 -4.195 -1.169 0.101
C 0.982 -3.101 3.665 -0.066
H 1.867 -3.560 -5.065 0.096
C 3.100 -2.414 2.697 -0.061
H -1.751 0.629 1.686 0.001
H 1.486 2.412 -0.730 0.103
C -0.172 -3.807 -4.392 -0.376
C -0.558 1.487 -3.089 -0.049
H -0.365 1.410 -0.924 0.058
H -0.701 2.564 -3.130 0.104
H 0.314 -3.186 4.524 0.115
H -3.075 1.508 0.834 0.024
C -0.179 -0.521 -1.782 -0.094
P 0.851 -4.262 -0.233 1.085
H 2.562 -8.314 2.262 0.116
H 2.448 -2.676 -3.214 0.093
H -0.010 -1.001 -0.813 0.100
H 0.920 6.225 2.940 0.120
C -2.879 5.767 2.827 -0.242
H -0.424 6.771 1.203 0.082
C -2.817 8.173 2.449 0.034
C -3.030 8.418 3.810 -0.026
C 1.482 -8.288 -0.983 -0.062
C 0.915 5.401 2.209 -0.159
P 0.004 -3.063 -2.713 1.072
H -1.421 5.377 -0.380 0.104
H 1.932 -5.924 2.072 0.101
H -3.362 3.709 3.129 0.052
C 2.179 -3.850 -1.381 -0.313
C -2.946 4.341 2.328 -0.235
H -0.711 1.215 -5.227 0.118
H -2.711 9.019 1.766 0.142
H -3.576 4.296 1.417 0.079
C 1.124 -6.942 -1.082 -0.100
C 0.573 -3.591 2.426 -0.107
C 0.661 -4.583 -6.535 -0.058
H 1.367 -8.951 -1.843 0.115
C 1.798 -6.582 1.211 -0.075
H -2.564 6.715 0.889 0.123
H 2.576 -2.150 4.779 0.114
H -0.431 -1.260 -5.126 0.113
C -0.407 -0.663 -4.209 -0.058
H -3.063 5.168 4.886 0.143
C -0.568 0.723 -4.262 -0.054
C -2.731 6.863 1.962 0.020
H -3.103 9.438 4.190 0.126
C 2.155 -7.934 1.321 -0.056
C 2.251 -2.520 3.804 -0.059
C 0.502 2.887 2.513 -0.254
H -0.247 4.433 3.817 0.109
H -2.643 -5.368 -6.167 0.117
C 1.258 3.157 0.046 -0.189
C 0.237 5.939 0.926 -0.184
H -0.586 3.339 -1.169 0.073
C -0.593 4.941 0.191 -0.222
H 0.719 -6.556 -2.022 0.102
H 2.485 2.652 1.734 0.120
```

Summary:
Maximum force = 0.0460 Eh/bohr
LUMO (alpha / beta) = -4.95 / -9.32 eV
Total charge = +2
HOMO energy (alpha / beta) = -11.135 / -13.120 eV
2S+1 = 5
Electronic energy = -65405.207 eV

***

(2)
The following is a quantum chemistry calculation of 6 unconnected molecules or ions with the total composition C42H46BBrFN6O12S, from OMol25.

```
110
Properties=species:S:1:pos:R:3:lowdin_charge:R:1
C -0.136 -0.434 -5.859 0.027
O -12.080 -2.823 -5.579 0.109
C -6.719 -7.943 -0.453 -0.384
H 3.341 -0.711 -5.970 0.123
H 0.401 9.756 5.038 0.128
H -0.932 -0.535 -5.132 0.107
H 9.028 2.144 1.655 0.104
C -11.460 -2.860 -4.532 -0.386
C -9.344 -3.237 -3.353 0.025
O -9.382 -2.979 -1.014 0.090
H 2.901 -0.113 -8.346 0.125
C -3.660 -1.516 -2.169 0.028
C 2.329 7.858 2.176 0.020
C 2.341 -0.535 -6.346 0.023
C -12.118 -2.566 -3.241 0.024
O 1.459 -2.793 5.079 0.088
C -10.002 -2.943 -2.063 -0.380
H -6.177 -9.076 -2.245 0.125
C 1.280 9.900 3.039 -0.379
H -13.172 -2.320 -3.281 0.124
H 2.554 3.229 2.742 0.097
O 2.276 5.971 3.584 0.058
H 1.113 4.291 2.317 0.104
H -1.373 0.063 -7.507 0.126
H 2.868 1.488 4.088 0.150
H 0.760 3.042 0.436 0.127
C 4.553 0.310 3.885 -0.218
C 1.837 -2.281 3.988 -0.274
H 3.116 2.074 0.530 0.141
O 6.563 2.096 0.830 0.061
H -0.328 -0.532 -2.517 0.103
H -7.056 -4.508 -0.361 0.117
N 5.100 1.264 4.934 0.065
H 6.838 3.476 3.115 0.099
H 7.285 2.793 4.770 0.092
C -1.034 -2.524 -2.672 0.019
O -2.074 -4.631 -2.797 0.110
O 0.513 0.310 -9.270 0.117
C -0.372 -0.113 -7.132 0.032
H -5.999 -7.078 -3.719 0.124
H 4.196 1.880 2.422 0.150
C 1.022 2.257 1.259 -0.186
N 4.178 0.045 1.356 -0.087
H 4.532 1.122 5.803 0.098
N 0.620 2.828 3.788 -0.055
Br 1.732 -1.439 0.468 0.865
C 2.003 9.139 1.997 0.032
C 7.601 2.774 3.651 -0.091
C 1.258 7.904 4.463 0.020
H 6.033 -0.662 0.344 0.167
C -11.440 -2.603 -2.093 0.020
C -10.022 -3.199 -4.501 0.028
H -11.907 -2.390 -1.139 0.122
N 7.486 1.364 3.062 -0.136
S 0.416 -0.388 3.254 0.861
C -1.171 -1.210 -2.484 -0.015
C 4.892 -0.855 0.502 -0.288
H 9.647 1.005 3.036 0.113
C -3.523 -2.829 -2.357 0.033
O 1.457 -0.959 -4.206 0.082
H 0.006 1.714 1.432 0.100
H 0.230 0.030 4.568 -0.055
C -6.515 -5.641 -2.152 -0.374
C -6.971 -6.583 0.066 0.029
H -7.235 -6.505 1.113 0.125
H 5.008 -2.448 2.134 0.069
H 8.636 3.239 3.498 0.103
H 2.814 0.078 4.970 0.186
H 1.906 1.075 -0.411 0.114
H -9.556 -3.413 -5.455 0.125
B 6.312 1.453 2.132 -0.442
H -4.366 -3.508 -2.324 0.098
N 3.031 0.465 4.018 0.102
C 0.931 9.185 4.285 0.032
C 2.105 -0.215 -7.619 0.027
N 2.692 -1.715 3.135 -0.004
O -6.430 -4.662 -2.874 0.061
C -6.263 -7.002 -2.671 0.028
C 8.781 1.201 2.290 -0.105
H 4.138 -3.069 0.526 0.057
C 4.815 0.881 2.360 -0.098
C 1.980 7.144 3.422 -0.382
C 1.424 3.193 2.548 -0.255
C 1.239 -0.668 -5.370 -0.373
H -0.305 3.281 3.667 0.086
H 6.792 3.045 0.955 0.108
O 0.984 11.068 2.877 0.126
C -6.875 -5.512 -0.725 0.025
H 1.011 7.366 5.369 0.121
H 4.923 -0.756 4.038 0.169
H 2.250 9.677 1.091 0.128
F 4.482 -0.764 -0.921 -0.086
H 8.681 0.276 1.618 0.100
C -2.494 -0.608 -2.217 -0.389
H 2.859 7.287 1.423 0.121
C 2.196 1.370 0.678 -0.202
H -4.621 -1.057 -1.973 0.125
C 2.283 -0.248 2.941 -0.623
H -0.072 -2.982 -2.867 0.122
C 4.971 -2.430 0.982 -0.052
H 6.016 0.825 5.186 0.100
C -2.200 -3.432 -2.623 -0.378
C 2.710 0.062 1.418 -0.601
H 5.969 -2.921 0.637 0.093
H 1.025 3.285 4.625 0.069
C 0.730 0.019 -8.108 -0.383
O -2.619 0.592 -2.044 0.095
O -6.803 -8.920 0.268 0.113
C -6.358 -8.072 -1.881 0.028
H -8.290 -3.483 -3.312 0.093
```

Summary:
Maximum force = 0.1558 Eh/bohr
LUMO = -3.62 eV
Total charge = +1
HOMO energy = -11.270 eV
Electronic energy = -162065.417 eV

***

(3)
The following is a quantum chemistry calculation of a molecular structure, C42H46N2O2P, from OMol25.

```
93
Properties=species:S:1:pos:R:3:lowdin_charge:R:1
C -3.520 3.101 3.672 -0.263
H 5.163 4.445 4.027 0.092
C 1.358 -0.394 -2.943 0.002
H 7.517 -2.103 -2.298 0.127
C -1.539 1.747 2.174 -0.321
C 0.937 -0.748 3.322 -0.062
C -4.529 3.852 4.514 -0.044
H -3.469 4.603 2.160 0.125
H 6.938 -1.895 -5.949 0.130
O -7.412 -1.512 -3.815 -0.134
C 1.364 0.146 -1.615 -0.204
H -1.784 3.403 0.761 0.104
H -3.810 1.548 -2.927 0.113
H 1.667 -0.013 3.640 0.101
C -2.557 -1.578 -2.238 -0.002
H -7.277 -0.116 -5.260 0.131
H 4.709 2.289 2.419 0.128
P -0.013 1.081 1.396 1.209
C -3.483 -0.590 -2.668 -0.205
H -7.390 -2.808 -2.293 0.131
C -0.821 -2.763 2.525 -0.029
C -2.102 2.963 1.710 -0.085
H 4.930 -0.459 -5.285 0.133
C -5.441 -1.913 -2.395 -0.146
C 3.661 2.419 2.706 -0.030
C 0.999 2.960 3.332 -0.050
C 6.691 -1.669 -4.898 -0.169
H -1.262 -4.188 5.009 0.090
H 2.946 0.959 1.355 0.087
C -1.340 -1.203 -1.698 -0.054
C 3.368 3.231 3.799 -0.265
H -5.767 -1.387 -1.473 0.139
H -4.780 0.375 -4.847 0.136
H 2.592 -0.923 -4.654 0.116
H -6.402 -3.328 -3.705 0.129
H 1.366 -2.035 5.009 0.120
C -6.591 -0.826 -4.772 -0.174
C 1.277 2.036 2.301 -0.313
C 0.130 -0.550 2.187 -0.341
H -0.017 3.256 3.578 0.104
C 2.031 3.492 4.109 -0.020
C -0.693 -1.613 1.750 -0.070
C -6.683 -2.476 -3.062 -0.185
H 6.934 -3.792 -2.411 0.130
C 2.571 -0.656 -3.589 0.005
H -5.874 0.749 -3.464 0.130
C -0.255 -4.128 4.571 -0.047
H 0.430 -0.530 -3.510 0.122
H 4.604 -2.234 -5.100 0.134
N 4.983 -1.166 -3.302 -0.110
C 6.793 -2.774 -2.782 -0.191
C -5.443 -0.070 -4.084 -0.144
H 2.621 1.214 -0.241 0.081
H -1.909 2.172 -1.423 0.113
H -3.455 1.445 5.011 0.122
C -2.088 1.130 -1.698 -0.018
C 2.610 0.488 -1.060 -0.048
H 4.713 0.080 -1.025 0.123
H 4.692 -3.162 -2.658 0.139
H -1.246 -1.539 0.806 0.090
H 5.139 2.992 5.020 0.091
C 3.770 -0.617 -2.851 -0.221
O 7.058 -2.869 -4.181 -0.136
H -6.175 -1.520 -5.535 0.133
C -2.103 1.166 3.327 -0.052
N -4.688 -1.014 -3.254 -0.101
C -1.116 0.169 -1.367 -0.281
C 0.791 -1.898 4.091 -0.030
C 3.774 -0.035 -1.560 -0.002
H -4.841 3.253 5.380 0.079
C 0.185 0.642 -0.882 -0.117
H -4.787 -2.746 -2.119 0.113
H 0.246 1.759 -0.684 0.092
H 0.457 -4.111 5.404 0.078
H -4.117 4.793 4.912 0.091
H 4.127 4.372 5.468 0.079
C 5.387 -2.317 -2.469 -0.137
H 1.827 4.126 4.976 0.121
C -3.057 3.638 2.468 -0.035
C -0.093 -2.902 3.713 -0.269
H -0.547 -1.960 -1.534 0.137
C 4.501 3.793 4.617 -0.045
H -1.493 -3.572 2.235 0.122
C 2.641 1.752 2.042 -0.110
C -3.178 0.776 -2.472 0.006
C 5.197 -1.370 -4.733 -0.152
H 5.327 -2.015 -1.422 0.116
H -2.767 -2.633 -2.456 0.123
C -3.051 1.854 4.082 -0.024
H -1.809 0.182 3.675 0.106
H -5.437 4.123 3.954 0.090
H 7.288 -0.791 -4.556 0.134
H -0.098 -5.061 4.011 0.089
```

Summary:
Maximum force = 0.0639 Eh/bohr
LUMO = -3.63 eV
Total charge = +1
HOMO energy = -10.073 eV
Electronic energy = -60656.037 eV

***

(4)
The following is a quantum chemistry calculation of a molecular structure, C42H46N6O2P2Sn, from OMol25.

```
99
Properties=species:S:1:pos:R:3:lowdin_charge:R:1
H -5.861 -0.494 7.699 0.107
H -2.591 -1.828 0.609 -0.020
C 0.518 -1.031 1.041 -0.220
C 2.335 -5.369 -2.418 -0.093
C 2.047 -1.013 4.296 -0.188
C -6.115 -0.220 3.817 -0.011
H 4.342 -5.891 -3.342 0.092
Sn -2.864 0.711 -0.274 1.163
C -6.040 3.307 5.163 -0.020
N -3.046 1.409 3.985 0.145
N 4.320 1.308 -2.801 -0.279
C -5.146 0.487 5.925 -0.043
H 1.813 0.536 0.271 0.088
C 4.434 3.544 -4.808 -0.133
C -0.103 -2.760 -6.073 -0.163
H 5.578 0.900 -4.538 0.099
C 1.583 -4.204 -2.534 -0.146
H 2.157 0.447 -5.631 0.081
C 3.153 -1.098 -4.431 -0.441
H 1.228 -1.499 4.860 0.115
N -3.425 1.361 1.787 -0.058
C -6.776 -1.292 5.899 -0.089
C 0.788 -2.425 1.533 -0.098
H 2.823 -0.761 5.054 0.116
H 4.143 -3.439 -4.457 0.093
C 3.521 -5.199 -3.213 -0.082
C 6.441 0.517 -2.511 -0.080
H -2.769 3.870 4.365 0.115
H -0.938 -2.611 -5.413 0.086
C 5.491 0.890 -3.458 -0.183
C 5.850 0.709 -1.215 -0.088
H 1.712 -3.905 2.640 0.095
H -3.660 -1.859 -0.886 -0.017
P 2.722 1.526 -3.514 1.085
H 6.332 0.486 -0.264 0.095
N 2.280 -3.303 -3.355 -0.297
H 3.137 -2.910 -6.535 0.086
C -2.607 0.866 2.772 -0.549
C -6.252 4.400 6.016 -0.070
H -7.572 -1.795 3.949 0.105
C 2.067 -2.914 -6.659 -0.149
H 1.509 1.776 2.201 0.102
C -4.614 1.828 2.349 -0.406
H 2.090 -6.256 -1.837 0.092
H 3.168 -2.803 3.917 0.107
C 1.754 -0.131 1.151 -0.202
O -1.710 0.042 2.620 0.006
H 1.116 0.923 4.417 0.097
H 4.953 5.338 -5.990 0.088
H 5.368 3.116 -4.471 0.087
H 0.111 -1.015 0.002 0.094
H 3.788 -1.170 -3.536 0.077
C -3.755 4.016 4.812 -0.022
H 3.923 0.606 -5.504 0.076
C 4.571 1.210 -1.419 -0.139
H -7.364 -2.033 6.430 0.101
H 1.174 3.372 -5.076 0.093
C 2.204 3.694 -5.142 -0.172
H 7.442 0.155 -2.738 0.097
H 0.004 -3.099 1.148 0.100
H 1.709 -3.418 -8.776 0.087
H 3.388 -1.493 2.694 0.102
H -6.849 2.593 4.965 0.129
C -0.069 -3.119 -7.423 -0.102
H 2.274 5.513 -6.388 0.090
C -3.458 -1.380 0.093 -0.353
C 3.011 0.342 -4.936 -0.404
H 3.664 -1.678 -5.209 0.049
H -2.622 1.015 4.819 0.158
C 1.312 -3.198 -7.799 -0.092
C -5.239 5.337 6.216 -0.093
C 2.654 -2.043 3.298 -0.207
H -5.420 6.181 6.875 0.101
C -4.448 1.774 3.892 -0.274
C -5.923 -0.446 6.611 -0.071
H 2.642 -0.770 1.122 0.092
H 0.633 -3.915 -2.103 0.091
C -5.261 0.622 4.531 -0.155
H -6.224 -0.104 2.732 0.113
H -0.911 -3.305 -8.071 0.085
C -6.881 -1.170 4.517 -0.071
C 2.789 4.751 -5.817 -0.109
C -3.999 5.144 5.611 -0.077
C 1.695 -2.825 2.454 -0.109
H -3.211 5.873 5.777 0.100
C -4.769 3.081 4.609 -0.158
H -4.349 -1.419 0.729 -0.017
H 3.828 1.542 -0.701 0.090
C 4.202 4.666 -5.606 -0.094
H -7.215 4.498 6.521 0.106
N 1.205 -2.594 -5.610 -0.239
N 3.204 2.974 -4.465 -0.273
C 3.444 -3.940 -3.797 -0.147
C 1.699 0.709 2.414 -0.100
C 1.582 0.275 3.676 -0.125
P 1.540 -1.850 -3.961 1.099
H -4.498 1.173 6.489 0.129
H -0.335 -0.608 1.647 0.068
O -5.577 2.185 1.681 0.061
```

Summary:
Relative energy (zero: lowest compared OMol25 entry of this formula, charge and spin) = 0.0000 eV
Maximum force = 0.0666 Eh/bohr
LUMO = -1.17 eV
HOMO energy = -8.235 eV
Electronic energy = -81742.651 eV